Entry 1:
DFT (ωB97M-V with the def2-TZVPD basis set) results for a 2-piece molecular cluster, C4H11N2S overall.

- energy above the lowest of the compared OMol25 structures with the same formula, charge and spin (eV) = 1.043
- charge = +1
- HOMO energy (spin up / spin down) (eV) = -8.812 / -14.152
- orbital gap (spin up / spin down) (eV) = 5.30 / 9.14
- <S²> = 2.0071
- F_max (eV Å⁻¹) = 6.37
- multiplicity = 3

Element x y z (Å)
C (3.84, -1.08, -0.04)
C (2.80, -0.50, 0.64)
C (-1.71, -0.88, 0.41)
C (-1.95, 0.41, -0.31)
N (-3.16, 0.84, -0.79)
N (-0.98, 1.21, -0.59)
S (2.09, 1.03, 0.12)
H (4.37, -1.85, 0.60)
H (4.32, -0.79, -0.96)
H (2.28, -1.01, 1.37)
H (-1.08, -1.66, -0.05)
H (-1.28, -0.65, 1.39)
H (-2.66, -1.19, 0.80)
H (-3.99, 0.27, -0.68)
H (-3.25, 1.62, -1.45)
H (1.25, 1.24, 1.14)
H (0.06, 0.91, -0.52)
H (-0.96, 2.05, -1.08)


Entry 2:
DFT (ωB97M-V with the def2-TZVPD basis set) results for a single C9H11ClSi molecule.

- energy above the lowest of the compared OMol25 structures with the same formula, charge and spin (eV) = 0.000
- HOMO energy (eV) = -9.550
- SMILES = C=C[Si@@](C)(Cl)c1ccccc1
- orbital gap (eV) = 10.40
- F_max (eV Å⁻¹) = 2.01

Element x y z (Å)
C (-1.38, -1.48, -3.00)
C (-1.04, -1.37, -1.76)
Si (-0.62, 0.28, -1.01)
C (0.52, 1.33, -2.01)
Cl (-2.42, 1.34, -1.01)
C (0.00, 0.14, 0.68)
C (-0.48, 0.96, 1.67)
C (0.04, 0.92, 2.96)
C (1.07, 0.04, 3.21)
C (1.51, -0.85, 2.25)
C (1.00, -0.79, 0.97)
H (-1.60, -2.44, -3.45)
H (-1.45, -0.66, -3.67)
H (-0.91, -2.25, -1.16)
H (1.49, 0.83, -2.13)
H (0.04, 1.43, -2.99)
H (0.70, 2.38, -1.69)
H (-1.26, 1.65, 1.44)
H (-0.30, 1.63, 3.72)
H (1.49, 0.02, 4.22)
H (2.20, -1.64, 2.55)
H (1.40, -1.46, 0.20)


Entry 3:
DFT (ωB97M-V with the def2-TZVPD basis set) results for C23H33HoN2O2P2 as an isolated structure.

- energy above the lowest of the compared OMol25 structures with the same formula, charge and spin (eV) = 2.280
- charge = +2
- HOMO energy (spin up / spin down) (eV) = -12.522 / -12.533
- orbital gap (spin up / spin down) (eV) = 6.09 / 6.18
- <S²> = 6.0050
- F_max (eV Å⁻¹) = 4.87
- multiplicity = 5

Element x y z (Å)
Ho (0.12, -0.27, 0.20)
P (-2.58, 0.34, -0.50)
C (-2.41, 1.07, -2.19)
C (-0.90, 1.19, -2.61)
N (0.23, 0.79, -1.90)
C (1.44, 1.29, -2.33)
C (1.58, 2.21, -3.38)
C (0.51, 2.42, -4.24)
C (-0.75, 1.92, -3.80)
C (2.75, 1.03, -1.50)
P (2.82, -0.50, -0.43)
H (-1.61, 2.25, -4.37)
H (2.59, 2.51, -3.63)
H (0.64, 3.09, -5.09)
H (3.58, 0.94, -2.23)
H (3.03, 1.92, -0.88)
H (-3.23, 0.75, -2.94)
H (-2.68, 2.18, -1.89)
H (-1.82, -3.38, -3.04)
O (-1.86, -3.19, -4.04)
H (-0.95, -2.84, -4.31)
H (-0.84, -2.06, 1.23)
O (-0.49, -2.51, 0.12)
H (-0.16, -3.41, 0.29)
C (3.39, -1.75, -1.68)
H (4.33, -1.45, -2.18)
H (3.59, -2.67, -1.12)
H (2.65, -1.92, -2.48)
C (4.42, -0.29, 0.47)
H (4.51, -1.15, 1.17)
H (5.29, -0.34, -0.21)
H (4.46, 0.68, 1.01)
C (-3.44, 1.80, 0.10)
H (-4.38, 1.81, -0.47)
H (-3.65, 1.78, 1.18)
H (-2.84, 2.68, -0.19)
C (-3.91, -0.87, -0.70)
H (-4.14, -1.27, 0.31)
H (-4.82, -0.36, -1.02)
H (-3.69, -1.71, -1.39)
C (-0.05, 5.22, 2.32)
C (-0.07, 4.57, 1.07)
C (-0.05, 3.19, 0.96)
C (-0.05, 2.42, 2.16)
C (0.06, 3.02, 3.45)
C (0.01, 4.43, 3.49)
N (-0.12, 1.04, 2.00)
C (-0.42, 0.09, 3.01)
C (0.28, -1.15, 3.06)
C (-0.10, -2.07, 4.05)
C (-1.09, -1.76, 5.00)
C (-1.75, -0.51, 4.94)
C (-1.41, 0.42, 3.97)
H (-0.14, 6.30, 2.42)
H (-0.14, 5.15, 0.18)
H (-0.11, 2.72, -0.05)
H (0.11, 2.39, 4.34)
H (-0.02, 4.89, 4.47)
H (1.29, -1.28, 2.59)
H (0.33, -3.08, 4.10)
H (-1.41, -2.45, 5.79)
H (-2.50, -0.19, 5.66)
H (-1.90, 1.39, 3.85)


Entry 4:
DFT (ωB97M-V with the def2-TZVPD basis set) results for a 2-piece molecular cluster, C5H14 overall.

- energy above the lowest of the compared OMol25 structures with the same formula, charge and spin (eV) = 0.418
- HOMO energy (eV) = -11.424
- SMILES = CCC.CC
- orbital gap (eV) = 12.52
- F_max (eV Å⁻¹) = 1.50

Element x y z (Å)
C (-0.57, -1.18, -1.55)
C (-1.44, -1.57, -0.36)
C (-0.69, -2.59, 0.52)
H (0.48, -1.21, -1.24)
H (-0.63, -1.90, -2.36)
H (-0.73, -0.18, -1.95)
H (-2.39, -1.99, -0.65)
H (-1.60, -0.67, 0.24)
H (-0.55, -3.46, -0.11)
H (-1.24, -2.80, 1.44)
H (0.32, -2.28, 0.76)
C (0.42, 2.25, 0.87)
C (1.83, 2.73, 0.43)
H (0.52, 1.75, 1.83)
H (-0.34, 3.01, 0.75)
H (0.08, 1.43, 0.22)
H (1.86, 3.82, 0.38)
H (2.16, 2.26, -0.48)
H (2.53, 2.56, 1.26)


Entry 5:
DFT (ωB97M-V with the def2-TZVPD basis set) results for C24H33FeN3P2Se as an isolated structure.

- charge = +1
- HOMO energy (spin up / spin down) (eV) = -8.100 / -9.998
- orbital gap (spin up / spin down) (eV) = 6.06 / 7.01
- <S²> = 8.8111
- F_max (eV Å⁻¹) = 2.82
- multiplicity = 6

Element x y z (Å)
C (-1.79, 2.99, -3.12)
C (-1.56, 1.74, -2.54)
C (-0.23, 1.24, -2.47)
C (0.87, 2.10, -2.84)
C (0.59, 3.41, -3.32)
C (-0.72, 3.83, -3.47)
C (2.18, 1.66, -2.47)
C (2.39, 0.26, -2.45)
C (1.29, -0.61, -2.15)
C (1.44, -2.02, -2.24)
C (2.65, -2.54, -2.72)
C (3.75, -1.70, -2.98)
C (3.64, -0.33, -2.77)
H (-2.82, 3.34, -3.23)
H (1.43, 4.11, -3.50)
H (-0.95, 4.81, -3.88)
H (3.04, 2.31, -2.43)
H (2.74, -3.63, -2.86)
H (4.67, -2.15, -3.35)
H (4.50, 0.33, -2.97)
N (0.06, 0.01, -1.84)
Fe (-0.48, -0.50, -0.20)
C (-2.67, 0.93, -1.90)
H (-2.85, -0.04, -2.40)
H (-3.63, 1.46, -1.87)
C (0.26, -2.93, -1.86)
H (-0.63, -2.77, -2.49)
H (0.54, -4.00, -1.90)
P (-2.29, 0.57, -0.11)
P (-0.25, -2.64, -0.10)
C (1.09, -3.38, 0.87)
H (1.08, -2.94, 1.87)
H (0.94, -4.47, 0.92)
H (2.06, -3.17, 0.41)
C (-1.81, -3.43, 0.24)
H (-1.64, -4.51, 0.24)
H (-2.17, -3.10, 1.23)
H (-2.54, -3.14, -0.53)
C (-2.28, 2.21, 0.64)
H (-3.20, 2.76, 0.40)
H (-2.17, 2.14, 1.73)
H (-1.43, 2.80, 0.27)
C (-3.78, -0.24, 0.48)
H (-3.79, -0.37, 1.57)
H (-4.66, 0.34, 0.19)
H (-3.89, -1.24, 0.06)
H (2.47, 2.96, -0.92)
H (2.48, 2.70, -0.15)
C (-1.52, -0.90, 3.13)
N (-0.47, -0.13, 3.73)
C (-0.51, 0.29, 5.04)
C (0.68, 0.87, 5.32)
N (1.44, 0.80, 4.17)
C (2.83, 1.23, 4.08)
C (0.71, 0.26, 3.15)
Se (1.15, 0.20, 1.34)
H (-1.53, -0.66, 2.05)
H (-2.48, -0.60, 3.57)
H (-1.35, -1.98, 3.25)
H (-1.40, 0.16, 5.64)
H (1.01, 1.31, 6.25)
H (2.90, 2.32, 4.17)
H (3.41, 0.79, 4.90)
H (3.21, 0.90, 3.11)


Entry 6:
DFT (ωB97M-V with the def2-TZVPD basis set) results for a 2-piece molecular cluster, H2N2O6S2 overall.

- energy above the lowest of the compared OMol25 structures with the same formula, charge and spin (eV) = 4.236
- charge = -2
- HOMO energy (spin up / spin down) (eV) = -0.166 / -0.165
- orbital gap (spin up / spin down) (eV) = 6.27 / 6.27
- F_max (eV Å⁻¹) = 4.90

Element x y z (Å)
N (-0.02, -1.04, 1.22)
N (-1.64, 0.41, -1.27)
O (1.85, -0.34, -1.34)
O (-2.76, 0.73, 1.30)
O (-0.49, -2.48, -0.82)
O (-4.11, 0.42, -0.63)
O (-2.57, -1.40, 0.00)
O (-1.04, 1.54, -1.17)
S (-0.60, -1.17, -0.23)
S (-2.81, 0.10, -0.03)
H (-0.10, -0.12, 1.41)
H (1.98, -1.24, -1.68)